Record 1
Computed, not measured: the molecule C20H24N2O3 in a non-equilibrium geometry, with the ωB97M-V functional and the def2-TZVPD basis.

Geometry as XYZ:
```
49
Properties=species:S:1:pos:R:3:nbo_charge:R:1
H -1.4702 -0.1594 0.0315 0.42
H 1.9839 -1.1523 1.3783 0.20
O -4.3904 -2.1476 5.0287 -0.50
H -5.2461 -1.8740 0.4119 0.22
H -2.6454 -0.5035 7.2116 0.19
C -4.9972 -2.1193 2.4534 -0.25
H 3.0409 4.3828 -4.1062 0.19
C -2.5139 -1.7546 3.1932 -0.30
C 0.7458 -0.2514 -0.0054 0.14
C -0.5870 -1.2947 1.7188 0.72
H 3.4571 2.5905 -2.5903 0.38
H 1.8901 3.3821 -5.0989 0.20
C -2.1733 -1.6469 1.8672 -0.09
C 3.0602 -0.2126 -0.2350 -0.20
C 2.6850 3.3845 -4.6267 -0.11
H 2.9405 1.2664 -6.4411 0.19
C 1.9559 -0.7737 0.5630 -0.16
H 5.5516 4.2543 -4.2063 0.21
H -4.2444 0.0208 6.5426 0.21
H -0.1128 0.9313 -1.6569 0.22
C -3.5764 -2.0301 6.0637 0.01
N 2.9204 2.3300 -3.2996 -0.58
H -2.8326 -1.3117 -0.1174 0.21
C 5.3194 3.2384 -4.8019 -0.63
C -3.2664 -1.4422 0.8164 -0.25
H -5.9833 -2.0970 2.7628 0.22
H 4.6778 1.2815 -6.5186 0.20
C 1.8442 1.0270 -1.9041 -0.18
C -4.5557 -1.7848 1.1884 -0.20
O 0.8162 1.7778 -3.8275 -0.65
C 0.6912 0.3816 -1.3010 -0.17
H 5.4481 2.7905 -3.8057 0.20
C 1.8094 1.7448 -3.0350 0.60
N -0.6597 -0.7270 0.3506 -0.66
C 3.9633 1.4771 -5.8131 -0.56
H 4.1158 0.8993 -1.8174 0.18
H 6.1877 2.8742 -5.4632 0.23
H -2.5310 -0.1512 5.5564 0.21
H -3.8938 -2.4773 6.7288 0.14
H -1.8477 -1.6468 3.9686 0.22
H 3.9973 3.6529 -6.2888 0.21
C 2.9138 0.5138 -1.4068 -0.15
C -3.1791 -0.4707 6.3851 -0.63
C -3.9615 -1.9406 3.6128 0.36
O 0.2455 -1.7875 2.3411 -0.54
H 3.8531 0.8545 -5.1251 0.19
H 4.0821 -0.6993 0.1431 0.22
C 3.9440 3.0422 -5.4058 -0.25
H -2.7107 -2.6188 5.8338 0.14
```

Relative energy (zero: lowest compared OMol25 entry of this formula, charge and spin) = 15.421 eV
Spin multiplicity = 1
LUMO = 0.0 eV
Max |F| = 16.1 eV Å⁻¹



Record 2
Computed, not measured: C20H24N2O6S as an isolated structure in a non-equilibrium geometry, with the ωB97M-V functional and the def2-TZVPD basis.

Geometry as XYZ:
```
53
Properties=species:S:1:pos:R:3:nbo_charge:R:1
H 2.6701 4.3906 0.7583 0.18
H -0.1749 -1.7665 4.8040 0.21
H 4.5073 7.3393 2.0487 0.23
H -1.5652 -3.4668 -6.5352 0.21
H 1.4434 -1.6594 3.8395 0.20
H -1.3792 0.2507 2.7702 0.22
H 4.2188 3.5372 0.9482 0.21
C 3.4452 4.0984 1.4730 -0.09
N 1.9457 -2.5656 -1.3994 -0.58
C 0.5928 0.3131 4.5251 -0.40
C -3.1186 -3.3832 -0.3939 -0.07
O 2.8401 3.3061 2.4909 -0.49
H -0.7624 1.4383 1.5343 0.23
O 3.0421 5.3944 3.3021 -0.49
O -3.1398 -4.5885 -5.7642 -0.49
C 4.1016 6.5281 1.4407 -0.63
H 4.9688 5.0145 2.7039 0.18
H -1.9856 -2.5598 -4.3360 0.19
C -0.4958 0.4778 2.0842 -0.44
C -4.2047 -3.6332 -0.9090 -0.19
C -2.7937 -2.4464 -5.0665 0.06
C -2.6111 -3.3579 -6.2468 -0.10
C -1.7644 -2.6532 -0.1856 -0.06
H 1.4296 0.8142 5.1167 0.21
C 0.8008 0.6568 2.9875 -0.42
H 3.1145 6.8534 1.1029 0.22
S 2.9896 -1.3958 -0.8071 0.85
H -5.2315 -3.9822 -1.1822 0.26
O -3.9961 -2.9515 -4.4835 -0.49
H -2.0765 -0.6371 -6.0053 0.22
C -4.0906 -4.2635 -4.8429 0.97
H 4.7452 6.3885 0.5698 0.22
C -1.6780 -1.4820 0.8240 -0.19
H 1.0752 1.7795 2.9386 0.23
H -2.6377 -1.2432 1.3703 0.24
C -0.5789 -3.0805 -0.9524 -0.21
H -0.3863 0.6721 4.9546 0.20
H -3.8401 -0.8494 -6.0736 0.22
N 2.0341 -0.5003 0.2501 -0.59
H -3.1924 -3.0526 -7.1221 0.18
H 1.7121 0.1008 2.6311 0.22
C 4.0006 5.2560 2.2529 0.06
C 0.7256 -2.3092 -0.7555 0.11
H 1.4652 -1.4343 5.6352 0.21
C -0.4298 -0.7049 1.0487 0.02
C 0.8323 -1.2700 4.7093 -0.63
O 1.7165 3.8990 4.3633 -0.57
H -3.0819 -0.3713 -4.5677 0.23
O -4.9008 -5.0240 -4.4122 -0.57
H -0.5921 -3.9431 -1.6847 0.25
C 2.4612 4.1728 3.4744 0.97
C 0.7802 -1.1132 0.2288 0.09
C -2.9501 -0.9931 -5.4556 -0.63
```

Relative energy (zero: lowest compared OMol25 entry of this formula, charge and spin) = 5.820 eV
Spin multiplicity = 1
LUMO = -1.0 eV
Max |F| = 3.9 eV Å⁻¹



Record 3
Computed, not measured: C20H24N2V as an isolated structure in a non-equilibrium geometry, with the ωB97M-V functional and the def2-TZVPD basis.

Geometry as XYZ:
```
47
Properties=species:S:1:pos:R:3:nbo_charge:R:1
C 3.0848 0.3744 -2.3492 -0.18
C 1.3466 -2.1581 3.7994 -0.20
H -3.3839 0.1148 1.6499 0.19
C 3.2378 1.7351 -2.6206 -0.09
H 0.6837 2.8486 -0.6453 0.24
C -3.9518 -0.0648 0.7284 -0.65
C 1.4293 2.1914 -1.0856 0.09
C 1.5610 -1.1003 2.9202 -0.19
H 3.9941 2.0774 -3.3249 0.27
H 0.8336 -4.7320 0.5887 0.27
C 0.3381 -2.6755 0.3237 0.09
H -1.5114 -1.0493 5.3156 0.25
H 2.8304 -4.6319 -0.9328 0.27
H -2.1125 0.6495 -0.0360 0.26
V 0.0218 0.1797 0.4750 1.62
H 2.4090 3.7202 -2.2061 0.27
H 0.0494 -2.9759 5.3342 0.25
H -1.1404 0.8650 3.7164 0.23
C 0.2222 -2.1456 4.6433 -0.14
H 2.4625 -1.0624 2.2946 0.22
C 1.1024 -3.8072 0.0882 -0.21
C 0.6600 -0.0096 2.8802 -0.20
N 0.6954 -1.4734 -0.2283 -0.58
H -3.4748 -0.8721 0.1590 0.19
H 2.0354 1.2018 1.7233 0.24
C 2.5168 -2.5459 -1.3871 -0.18
H -3.7514 2.1086 0.3745 0.21
C -4.1826 1.2247 -0.1048 -0.63
H 2.0616 -2.9887 3.8377 0.24
H 3.3747 -2.4463 -2.0471 0.25
C -0.6685 -1.0599 4.6173 -0.21
C 2.3794 2.6494 -1.9886 -0.21
C 2.0828 -0.0461 -1.4675 0.15
H -0.5689 -2.6679 0.9295 0.24
H -5.2666 1.3688 -0.1943 0.25
H -3.7871 1.1840 -1.1230 0.21
H 0.5060 2.0854 2.1910 0.26
C 0.9735 1.1188 1.9767 -0.67
H -4.9428 -0.4172 1.0399 0.26
C -0.4705 -0.0018 3.7321 -0.11
H -1.2846 2.3029 -0.0225 0.27
N 1.2967 0.8603 -0.7884 -0.50
C 2.2076 -3.7545 -0.7677 -0.08
C -1.2791 1.2672 -0.4017 -0.98
H -1.2439 1.2759 -1.5012 0.27
H 3.7207 -0.3909 -2.8011 0.25
C 1.7761 -1.4003 -1.0910 0.19
```

Charge = +2
⟨S²⟩ = 0.789
Spin multiplicity = 2
LUMO (alpha / beta) = -8.0 / -8.1 eV
Max |F| = 3.5 eV Å⁻¹



Record 4
Computed, not measured: C20H24N4O2STi as an isolated structure in a non-equilibrium geometry, with the ωB97M-V functional and the def2-TZVPD basis.

Geometry as XYZ:
```
52
Properties=species:S:1:pos:R:3:nbo_charge:R:1
C 3.1930 -0.3688 0.9206 -0.23
H -1.5374 -1.6364 0.8084 0.42
H -1.2129 3.8660 0.0811 0.25
H -0.4587 0.8425 3.6616 0.21
Ti 0.2288 -0.0449 -0.2149 1.36
H -3.0359 1.8685 0.5170 0.22
C 2.7928 0.8128 0.2130 0.39
O 1.6951 0.8365 -0.5274 -0.70
C -2.7995 -0.2611 0.0186 -0.24
C -1.0084 -3.5756 -1.5538 -0.09
H 2.9019 -2.5446 0.9856 0.22
H -1.9683 -2.3902 -3.0630 0.23
C 5.1076 0.8238 1.8140 -0.23
C -0.3721 0.3023 2.7069 -0.23
H -3.6092 1.3937 -1.0823 0.26
C -0.5875 2.9717 0.1129 -0.52
H -2.7273 -0.8301 -0.9156 0.24
C -0.4757 2.4626 1.5486 -0.24
C -0.8508 -4.8551 -1.0188 -0.17
N -1.6408 -0.6181 0.8473 -0.66
H -3.1629 -4.3129 -4.0556 0.22
H -1.3818 -6.9140 -1.1723 0.23
S -1.2520 1.7721 -1.1074 0.32
H 0.3064 -0.5504 2.8460 0.22
H 3.2979 2.8419 -0.2242 0.23
H -3.7429 -0.5312 0.5186 0.21
H 1.1713 1.2801 1.8033 0.42
N 0.5514 -2.6801 0.0181 -0.39
H -2.5024 0.5725 2.3531 0.20
O -0.3868 -1.2500 -1.4790 -0.72
C -1.5149 -5.9249 -1.5823 -0.21
C -1.8513 -3.3828 -2.6484 -0.20
N 0.1709 1.1443 1.6359 -0.65
C -2.5152 -4.4610 -3.2045 -0.20
H 0.3972 3.2149 -0.2930 0.25
C -0.2569 -2.4511 -0.9870 0.54
H -1.4747 2.3997 1.9879 0.20
C 3.5875 1.9617 0.3355 -0.29
H -0.1989 -4.9829 -0.1702 0.24
C 4.7112 1.9745 1.1373 -0.15
H 0.0812 3.2116 2.1279 0.23
H 5.9867 0.8419 2.4373 0.23
H -2.8423 -6.5765 -3.1323 0.23
H -2.0599 -1.0424 2.9024 0.23
N 1.1993 -1.5295 0.3784 -0.38
C 4.3784 -0.3342 1.6763 -0.13
H 5.2917 2.8791 1.2300 0.23
H 4.6945 -1.2373 2.1746 0.22
C -2.3405 -5.7334 -2.6806 -0.18
C 2.4402 -1.5766 0.7972 0.13
C -1.7478 -0.2138 2.2569 -0.24
C -2.8310 1.2255 -0.3371 -0.53
```

Charge = +1
Relative energy (zero: lowest compared OMol25 entry of this formula, charge and spin) = 0.371 eV
⟨S²⟩ = 0.770
Spin multiplicity = 2
LUMO (alpha / beta) = -3.0 / -3.2 eV
Max |F| = 4.3 eV Å⁻¹



Record 5
Computed, not measured: C20H24N4O3 as an isolated structure in a non-equilibrium geometry, with the ωB97M-V functional and the def2-TZVPD basis.

Geometry as XYZ:
```
51
Properties=species:S:1:pos:R:3:nbo_charge:R:1
C 0.4865 3.2513 -0.9339 -0.62
C -1.7393 0.7668 -0.5060 0.47
H -0.1408 3.8850 -1.2553 0.22
H -4.2948 4.1567 0.9626 0.15
C 6.4815 -1.0164 -0.2436 0.08
C 1.5353 0.2656 -1.8388 -0.32
C -4.2973 -1.9053 0.2726 0.25
O -4.4975 -3.1099 0.2224 -0.47
H -2.3301 -1.9451 -0.5736 0.24
O -1.3627 1.8550 -0.5957 -0.32
H 2.9930 1.5329 -0.2994 0.23
H -5.3971 3.0164 0.4913 0.16
C -3.6454 -4.0801 -0.1999 -0.26
H 1.4443 3.3812 -1.8774 0.19
N 4.9677 0.4389 1.4871 -0.44
C 4.4371 -0.2455 0.3345 0.23
C 2.2326 0.6841 1.3484 -0.67
C -0.0845 2.0449 -0.9571 0.17
C -3.2180 -1.2871 -0.2332 -0.24
H 4.8109 -1.0086 -1.5213 0.21
H -3.4444 -3.7934 -1.3767 0.17
H -2.6165 -4.0740 0.2946 0.19
N 2.4304 -0.4495 -1.1311 -0.42
H 0.9640 3.4852 -0.0154 0.23
H 2.6544 -2.1249 0.2578 0.23
C 6.0871 -0.1389 1.8925 0.25
H 6.5303 0.1140 2.7522 0.17
C 5.1577 -0.8056 -0.7092 -0.27
H 1.0106 -1.5187 -0.3537 0.17
N -0.8418 -0.0714 -1.1521 -0.51
H 2.1443 -0.4364 1.8315 0.19
H 1.8991 -2.2715 -1.4175 0.19
C -4.6776 2.9591 1.1163 -0.21
H 1.9522 1.1420 -2.1606 0.23
C -5.1801 0.2371 0.9838 -0.27
H -6.2286 -1.3830 1.0726 0.22
H -4.2733 -5.0058 -0.1783 0.21
H 7.1095 -1.8185 -0.8619 0.20
N 7.0006 -0.8307 1.0616 -0.45
H -4.7716 2.7537 2.1770 0.17
C 1.8741 -1.6427 -0.4452 -0.39
H 1.4141 -0.5775 -2.5870 0.21
C 3.1003 0.4139 0.0100 -0.10
C -5.3059 -1.2138 0.6840 -0.21
C -2.9683 0.0839 -0.1672 -0.08
H 2.6538 1.2207 2.2448 0.27
C 0.3006 0.5114 -1.4707 0.18
O -3.7570 2.1896 0.5875 -0.53
C -4.0250 0.7746 0.6634 0.29
H 1.2011 0.8014 0.9215 0.22
H -5.7753 0.7887 1.3919 0.19
```

Relative energy (zero: lowest compared OMol25 entry of this formula, charge and spin) = 21.607 eV
Spin multiplicity = 1
LUMO = -0.1 eV
Max |F| = 16.1 eV Å⁻¹



Record 6
Computed, not measured: C20H24N5O6Re as an isolated structure, with the ωB97M-V functional and the def2-TZVPD basis.

Geometry as XYZ:
```
56
Properties=species:S:1:pos:R:3:nbo_charge:R:1
H 3.6219 1.4029 -2.6770 0.26
C -0.3646 -4.8553 4.4187 0.76
C -1.0140 4.1500 1.0989 -0.18
H 4.9230 -0.5725 -3.4689 0.25
H 3.7742 -2.2339 -0.8904 0.22
H 5.4445 -1.7529 -2.2396 0.24
C 3.6348 1.0881 -1.6359 -0.44
H -1.0876 4.3760 2.1539 0.25
H -0.0451 5.9981 0.6158 0.25
H 3.8531 -1.9388 3.5280 0.28
H -4.0355 2.9535 -3.0601 0.25
C -4.0846 2.5699 -2.0428 -0.43
N 0.8862 -2.1475 2.1536 -0.56
N -1.9950 1.4878 -1.2776 -0.15
C -0.8550 3.6091 -1.6365 -0.23
C -1.5310 2.9601 0.6072 -0.24
H 3.1058 -0.6743 2.5277 0.24
C 5.1793 -0.7153 -2.4211 -0.42
H 4.3900 1.6623 -1.1006 0.26
C 1.7744 -2.2006 3.1710 0.51
N 4.0132 -0.3333 -1.5965 -0.24
H 1.8310 -3.4710 4.8630 0.49
C 3.4169 -1.2081 -0.8800 0.53
O 2.4139 -0.9151 -0.0815 -0.69
H -0.8196 3.3857 -2.6960 0.24
O -0.2444 0.0506 -0.7618 -0.61
H -4.8195 0.3739 -3.8999 0.27
C -1.2017 -3.1551 1.4805 0.78
H -4.6080 -1.2819 -3.3192 0.27
H 2.6598 1.2405 -1.1867 0.23
C -1.4360 2.7107 -0.7534 0.12
C -4.6672 -0.2414 -3.0126 -0.67
C 0.2157 -3.7532 3.5650 0.12
C -1.4701 0.2498 -1.2885 0.48
N -3.1999 1.4096 -1.9008 -0.08
H 0.0923 5.5245 -1.8002 0.25
H -5.0993 2.2583 -1.8105 0.26
O -2.1606 -3.8401 1.4767 -0.43
H -2.0275 2.2504 1.2577 0.23
O -1.4949 -5.4105 4.0429 -0.60
H -1.8820 -5.0559 3.2257 0.51
C -0.3504 4.7981 -1.1324 -0.18
C -0.4293 5.0633 0.2301 -0.16
O 0.2594 -5.1499 5.3927 -0.49
H -5.5382 -0.1245 -2.3652 0.27
H 6.0130 -0.0679 -2.1568 0.26
C -2.3262 -0.6239 -1.9208 -0.32
H 2.8151 -0.7253 4.2712 0.29
C -3.4242 0.1517 -2.2994 0.29
O -0.9739 -2.1651 0.5000 -0.64
H -3.7729 3.3399 -1.3446 0.26
C 2.9571 -1.3354 3.3768 -0.69
N 1.3825 -3.1663 3.9993 -0.44
C -0.0905 -3.1093 2.4186 -0.05
Re 0.5826 -1.1643 0.3799 1.76
H -2.1909 -1.6765 -2.0974 0.27
```

Charge = +3
Relative energy (zero: lowest compared OMol25 entry of this formula, charge and spin) = 0.832 eV
⟨S²⟩ = 0.806
Spin multiplicity = 2
LUMO (alpha / beta) = -11.6 / -11.2 eV
Max |F| = 0.3 eV Å⁻¹